Entry from the OMol25 dataset: a molecular structure, C28H53O2PSe2Si2Ti (wB97M-V/def2-TZVPD).

Positions of all 89 atoms, in Å:
O -0.69 -1.48 -2.87
O 1.00 1.34 -6.03
C 0.27 -2.60 -3.35
C -0.48 -3.92 -3.33
H 1.11 -2.57 -2.65
H 0.59 -2.28 -4.34
H -0.73 -4.20 -2.30
H 0.14 -4.70 -3.76
H -1.41 -3.87 -3.93
C -1.63 -0.81 -3.82
C -1.37 -1.16 -5.26
H -1.55 0.27 -3.66
H -2.63 -1.13 -3.50
H -0.42 -0.74 -5.61
H -2.16 -0.70 -5.88
H -1.42 -2.24 -5.42
C 0.61 2.53 -5.37
C 2.39 1.08 -6.16
C -0.76 2.92 -5.90
H 1.34 3.34 -5.56
H 0.56 2.38 -4.27
H -0.74 2.98 -6.99
H -1.06 3.89 -5.51
H -1.51 2.17 -5.62
C 2.67 0.78 -7.62
H 2.65 0.19 -5.55
H 3.00 1.93 -5.81
H 2.02 -0.01 -8.00
H 3.71 0.48 -7.76
H 2.49 1.68 -8.23
H -0.44 -1.02 -1.86
Ti -0.12 -0.62 0.20
C 1.03 0.18 -1.45
Si 2.87 0.55 -1.19
H 1.05 -0.32 -2.42
H 0.49 1.14 -1.64
C 3.85 -0.58 -2.33
C 3.63 0.37 0.50
C 3.14 2.30 -1.82
C -1.90 -1.60 -0.19
Si -3.27 -0.35 -0.50
H -1.90 -1.92 0.88
H -1.89 -2.51 -0.80
C -4.60 -0.98 -1.68
C -2.64 1.26 -1.27
C -4.14 -0.03 1.13
H 2.57 2.47 -2.75
H 4.20 2.47 -2.04
H 2.82 3.05 -1.08
H 3.60 -1.63 -2.14
H 4.93 -0.44 -2.16
H 3.64 -0.36 -3.39
H 3.37 -0.58 0.99
H 3.35 1.17 1.20
H 4.72 0.39 0.40
H -3.30 1.48 -2.12
H -1.61 1.25 -1.64
H -2.74 2.07 -0.54
H -5.21 0.08 0.93
H -3.77 0.88 1.62
H -4.01 -0.87 1.82
H -5.58 -0.67 -1.28
H -4.59 -2.07 -1.76
H -4.50 -0.55 -2.69
Se -0.83 1.19 1.66
P 0.29 -0.23 2.95
Se 1.21 -2.00 1.55
C 1.40 0.82 3.93
C 1.50 0.68 5.33
C 2.32 1.53 6.07
C 3.05 2.54 5.43
C 2.92 2.72 4.05
C 2.06 1.91 3.31
C -0.69 -1.19 4.13
C -2.07 -1.00 4.27
C -2.78 -1.85 5.13
C -2.12 -2.85 5.85
C -0.73 -3.02 5.71
C -0.02 -2.20 4.84
H 0.92 -0.09 5.85
H 2.39 1.41 7.15
H 3.71 3.19 6.01
H 3.47 3.52 3.55
H 1.88 2.12 2.26
H -2.57 -0.20 3.73
H -3.86 -1.72 5.23
H -2.68 -3.49 6.52
H -0.22 -3.79 6.28
H 1.05 -2.36 4.70

Output
<S²>: 2.01
Gap between HOMO and LUMO (spin up / spin down) (eV): 4.9519 / 7.9320
Multiplicity: 3
Maximum force (eV/A): 2.12